# 1
{"formula": "C9H13Br18NO", "method": "ωB97M-V/def2-TZVPD", "total_charge": 0, "total_energy_ev": -1273842.7499, "gap_ev": 8.7, "lumo_energy_ev": -1.1, "elements": ["C", "C", "O", "N", "C", "H", "H", "H", "H", "H", "H", "H", "C", "Br", "Br", "Br", "H", "C", "Br", "Br", "Br", "H", "C", "Br", "Br", "Br", "H", "C", "Br", "Br", "Br", "H", "C", "Br", "Br", "Br", "H", "C", "Br", "Br", "Br", "H"], "xyz": [[1.154574, -1.121070, -1.780837], [0.417724, -0.080450, -0.987097], [-0.018966, 1.011900, -1.483107], [0.306754, -0.269300, 0.340503], [-0.552806, 0.538880, 1.218983], [1.864974, -0.623520, -2.441047], [0.433474, -1.754610, -2.297317], [1.707714, -1.746560, -1.080187], [0.899704, -1.034670, 0.628093], [-0.130786, 1.488050, 1.549243], [-0.917266, 0.085470, 2.140773], [-1.387326, 0.860350, 0.595823], [-0.743796, 0.632000, 5.013663], [-1.276586, 1.573190, 6.760083], [-1.243706, -1.335130, 5.296993], [0.959834, 1.095530, 4.196093], [-1.419556, 1.079520, 4.284853], [-2.456926, 4.018600, -1.364567], [-4.341236, 4.006900, -1.083847], [-1.719906, 5.457790, -0.331727], [-1.915966, 4.040750, -3.317947], [-2.048286, 3.049400, -1.078637], [3.063024, 0.892630, -5.345107], [5.008504, 1.238310, -5.074417], [1.943274, 2.233800, -4.308987], [2.438834, -1.016200, -5.115287], [2.879734, 1.086970, -6.401867], [-4.139716, -2.205900, 1.095703], [-3.490646, -1.122940, 2.618503], [-3.810446, -4.153490, 1.223053], [-3.310916, -1.409570, -0.592937], [-5.221536, -2.074300, 1.074073], [3.363244, 2.059660, 0.098013], [4.467374, 0.342830, 0.231553], [3.754364, 3.116840, -1.540837], [3.503944, 3.201780, 1.765313], [2.328734, 1.766880, -0.081337], [0.075624, -5.040810, 1.096473], [-0.342146, -3.975770, -0.543537], [-1.227486, -6.503010, 1.399883], [0.121134, -3.860230, 2.699333], [1.023474, -5.550510, 0.923613]], "forces_ev_per_a": [[0.153, 0.248, 0.769], [-1.242, 4.122, -0.862], [0.744, -2.776, 0.627], [0.289, -0.815, 0.591], [-0.030, 0.749, -0.806], [-0.349, -0.172, -0.109], [0.159, 0.179, -0.302], [0.113, -0.188, -0.185], [-0.549, 0.044, 0.917], [0.662, -0.031, -0.247], [0.258, -0.767, -0.540], [-0.230, -0.318, 0.105], [-0.973, 0.033, 0.810], [0.897, -0.688, -1.552], [0.954, 1.817, -0.419], [-0.283, -0.534, 1.129], [-0.275, -0.571, 0.371], [0.524, -0.381, -1.020], [-0.247, -0.206, -0.302], [0.346, -0.207, -0.264], [-0.475, 0.282, 1.269], [-0.001, 0.376, 0.286], [-0.310, 0.335, 0.258], [-1.424, -0.534, 0.026], [0.787, -1.528, -1.070], [0.770, 1.582, -0.077], [0.033, 0.031, 0.403], [0.724, 0.344, -0.498], [-0.493, -1.010, -0.722], [-0.064, 1.496, 0.045], [-0.840, -0.776, 1.306], [0.384, 0.059, -0.266], [0.686, 0.242, -0.148], [-1.020, 1.704, -0.105], [0.230, -0.685, 1.423], [-0.135, -1.179, -1.451], [0.197, -0.071, 0.536], [-0.911, 0.271, 0.029], [0.242, -0.891, 1.210], [0.721, 0.652, -0.258], [0.121, -0.689, -1.131], [-0.143, 0.451, 0.226]], "lowdin_charge": [-0.06, -0.54, -0.05, 0.03, -0.12, 0.02, 0.06, 0.05, 0.11, 0.05, 0.00, 0.06, -1.43, 0.49, 0.45, 0.62, -0.06, -1.59, 0.57, 0.57, 0.49, -0.05, -1.41, 0.52, 0.48, 0.55, -0.04, -1.42, 0.54, 0.52, 0.50, -0.03, -1.41, 0.49, 0.51, 0.49, -0.06, -1.45, 0.56, 0.51, 0.50, -0.02]}

---

# 2
{"formula": "C10H18Cl2DyO", "method": "ωB97M-V/def2-TZVPD", "total_charge": -1, "total_energy_ev": -61838.8470, "s_squared": 9.35, "e_above_lowest_kcal_mol": 0.0, "multiplicity": 6, "gap_ev": [4.7, 4.7], "lumo_energy_ev": [2.5, 2.5], "elements": ["Dy", "Cl", "Cl", "C", "H", "H", "C", "C", "H", "C", "H", "C", "H", "H", "C", "H", "H", "C", "H", "H", "H", "H", "C", "C", "C", "O", "H", "H", "H", "H", "H", "H"], "xyz": [[-1.072045, -0.693146, -0.152663], [-2.833931, 0.968178, 0.402184], [0.042636, -2.736406, -1.288253], [-1.044716, 0.039553, -2.198715], [-0.683023, -0.612435, -2.977683], [-1.830174, 0.679063, -2.565525], [0.846923, 0.863060, -0.189208], [0.211817, 0.923584, -1.486323], [1.048325, -0.118246, 0.377436], [-0.302465, 2.402904, -1.684415], [0.965205, 0.750063, -2.264183], [0.825967, 3.388741, -1.562534], [-0.788897, 2.439182, -2.661997], [-1.112457, 2.622788, -0.953344], [1.464664, 3.254759, -0.189150], [1.550291, 3.145994, -2.340454], [0.485963, 4.411878, -1.723645], [1.968041, 1.797165, -0.027117], [2.264597, 3.997063, -0.060519], [0.705737, 3.449633, 0.583248], [2.755055, 1.603910, -0.788552], [2.528906, 1.797113, 0.914265], [0.299496, -3.444190, 2.965507], [-0.782563, -2.885305, 2.136449], [-1.927002, -3.715918, 1.678170], [-0.661270, -1.670185, 1.833046], [-0.113447, -4.334386, 3.427609], [0.631151, -2.721217, 3.719900], [1.126485, -3.730323, 2.302251], [-2.893715, -3.192652, 1.751434], [-1.727999, -4.104916, 0.669542], [-1.947556, -4.575307, 2.353239]], "forces_ev_per_a": [[0.697, 1.286, -0.036], [-1.319, 0.468, 0.637], [0.283, -1.201, 0.243], [0.586, 0.100, 0.324], [0.368, 0.026, -0.219], [0.002, 0.505, -0.074], [-1.168, -2.828, 3.860], [-1.472, 1.359, -4.346], [0.322, 0.594, -1.245], [-0.529, -0.558, 0.001], [0.324, 0.209, -0.470], [-0.098, 0.271, 0.282], [0.261, 0.259, -0.118], [0.600, -0.283, -0.244], [0.304, -0.172, -0.224], [0.292, 0.133, -0.079], [-0.088, 0.185, -0.133], [0.625, 1.531, 0.162], [0.095, -0.143, -0.027], [0.171, -0.105, -0.125], [-0.009, 0.254, -0.197], [-0.422, -0.630, 0.227], [-0.069, -0.822, 0.339], [0.716, 3.514, -0.838], [-0.163, -0.636, 0.607], [-0.780, -3.225, 1.993], [0.461, -0.289, 0.373], [-0.017, -0.158, -0.371], [-0.089, 0.107, 0.148], [0.491, -0.009, -0.294], [-0.038, 0.356, 0.045], [-0.337, -0.097, -0.202]], "lowdin_charge": [0.85, -0.19, -0.20, -0.39, -0.02, 0.00, -0.38, -0.50, 0.03, -0.23, 0.11, -0.24, 0.09, 0.08, -0.22, 0.10, 0.10, -0.27, 0.09, 0.11, 0.10, 0.10, 0.00, -0.47, -0.02, -0.16, 0.07, 0.10, 0.11, 0.11, 0.07, 0.08]}